Record 1
# C36H65Br28O3

A 15-piece molecular cluster, C36H65Br28O3 overall in a non-equilibrium geometry (the ωB97M-V functional and the def2-TZVPD basis, the Open Molecules 2025 dataset).

Last column: Löwdin charge in e.
Positions of all 132 atoms, in Å:
C: -3.264 1.094 6.128  -0.03
C: -3.552 2.134 5.543  -0.16
C: -4.087 3.329 4.647  -0.36
C: -5.359 2.785 3.820  -0.27
C: -4.935 1.455 3.016  -0.19
C: -5.436 0.130 3.700  -0.38
O: -6.606 -0.034 3.955  0.11
O: -4.539 -0.955 4.093  0.00
C: -4.360 -1.857 3.041  -0.45
C: -2.992 -1.844 2.266  -0.01
O: -5.219 -2.630 2.665  0.08
H: -3.335 0.034 6.499  -0.16
H: -3.284 3.737 3.966  0.08
H: -4.485 4.143 5.331  -0.05
H: -6.109 2.512 4.618  -0.02
H: -3.798 1.404 2.963  0.04
H: -5.333 1.503 1.953  0.10
H: -2.218 -1.433 2.990  0.03
H: -3.000 -1.193 1.350  0.08
H: -2.664 -2.881 1.985  0.08
Br: -6.014 -5.543 -0.376  0.57
C: -7.348 -4.235 0.179  -0.68
C: -7.719 -3.315 -0.958  -0.70
Br: -6.335 -1.981 -1.262  0.60
H: -6.940 -3.711 1.042  0.04
H: -8.211 -4.824 0.491  0.05
H: -8.614 -2.744 -0.713  0.06
H: -7.872 -3.835 -1.902  0.04
Br: 0.650 -1.263 3.612  0.62
C: 0.870 -3.151 4.034  -0.68
C: -0.335 -3.696 4.758  -0.68
Br: -0.350 -3.138 6.624  0.64
H: 1.793 -3.243 4.603  0.05
H: 0.993 -3.645 3.069  0.06
H: -0.304 -4.786 4.787  0.06
H: -1.280 -3.376 4.324  0.04
Br: -1.194 1.615 1.688  0.66
C: 0.611 2.269 1.364  -0.69
C: 1.134 1.801 0.031  -0.74
Br: 1.680 -0.070 0.102  0.58
H: 1.223 1.945 2.205  0.05
H: 0.526 3.357 1.381  0.05
H: 2.037 2.348 -0.242  0.03
H: 0.406 1.889 -0.772  0.03
Br: 0.600 4.911 -1.712  0.67
C: 2.408 5.561 -2.028  -0.72
C: 2.933 5.093 -3.361  -0.69
Br: 3.470 3.220 -3.291  0.60
H: 3.015 5.233 -1.185  -0.06
H: 2.326 6.649 -2.009  0.06
H: 3.839 5.638 -3.630  0.03
H: 2.208 5.185 -4.167  0.05
Br: -4.235 -8.594 -1.072  0.59
C: -3.175 -8.320 -2.686  -0.75
C: -2.034 -7.368 -2.439  -0.68
Br: -2.649 -5.521 -2.369  0.61
H: -3.860 -7.981 -3.461  0.04
H: -2.797 -9.309 -2.950  -0.05
H: -1.325 -7.400 -3.267  0.01
H: -1.506 -7.563 -1.507  0.06
Br: -2.657 -14.064 -4.172  0.60
C: -4.005 -12.768 -3.623  -0.69
C: -4.377 -11.849 -4.758  -0.65
Br: -3.004 -10.499 -5.057  0.68
H: -3.606 -12.243 -2.757  0.05
H: -4.864 -13.365 -3.316  0.06
H: -5.279 -11.287 -4.516  0.07
H: -4.521 -12.369 -5.703  0.05
Br: 4.670 6.746 -6.942  0.60
C: 6.197 5.555 -7.155  -0.69
C: 6.798 5.192 -5.822  -0.69
Br: 7.866 6.656 -5.103  0.60
H: 6.898 6.053 -7.822  0.05
H: 5.799 4.668 -7.649  0.06
H: 7.494 4.360 -5.928  0.06
H: 6.054 4.942 -5.068  0.02
Br: -5.993 4.045 6.989  0.79
C: -7.298 5.380 7.539  -0.69
C: -7.638 6.310 6.403  -0.69
Br: -6.221 7.616 6.107  0.58
H: -6.885 5.893 8.406  0.04
H: -8.177 4.811 7.844  0.05
H: -8.523 6.901 6.641  0.05
H: -7.795 5.793 5.457  0.06
Br: 4.650 5.375 0.807  0.69
C: 6.178 6.388 0.151  -0.67
C: 6.343 6.226 -1.339  -0.67
Br: 7.125 4.498 -1.779  0.64
H: 7.046 6.058 0.718  0.04
H: 5.959 7.426 0.401  0.06
H: 7.045 6.963 -1.730  0.05
H: 5.405 6.300 -1.887  0.04
Br: 11.943 5.617 -2.023  0.61
C: 10.335 6.578 -1.487  -0.72
C: 10.584 7.431 -0.270  -0.73
Br: 10.644 6.353 1.350  0.59
H: 9.556 5.833 -1.337  -0.02
H: 10.078 7.199 -2.346  0.05
H: 9.761 8.129 -0.116  0.03
H: 11.519 7.986 -0.316  0.01
Br: -3.908 -1.431 7.879  0.77
C: -3.678 -3.317 8.309  -0.70
C: -4.879 -3.865 9.036  -0.70
Br: -4.898 -3.303 10.903  0.58
H: -2.754 -3.402 8.878  0.03
H: -3.553 -3.813 7.346  0.05
H: -4.843 -4.954 9.069  0.05
H: -5.825 -3.550 8.600  0.05
Br: 2.913 -6.334 -4.295  0.60
C: 1.827 -5.426 -5.634  -0.69
C: 0.359 -5.690 -5.421  -0.67
Br: -0.136 -7.474 -6.031  0.60
H: 2.186 -5.753 -6.608  0.05
H: 2.048 -4.366 -5.507  0.06
H: -0.244 -5.008 -6.021  0.07
H: 0.055 -5.614 -4.379  0.03
Br: 11.173 10.916 0.248  0.65
C: 10.824 11.265 2.133  -0.68
C: 12.061 11.056 2.968  -0.69
Br: 12.425 9.162 3.255  0.60
H: 9.994 10.625 2.426  0.06
H: 10.507 12.307 2.173  0.06
H: 11.921 11.469 3.967  0.06
H: 12.957 11.486 2.523  0.05
Br: -2.873 -5.644 -10.399  0.60
C: -2.606 -7.524 -9.962  -0.70
C: -3.787 -8.088 -9.215  -0.69
Br: -3.787 -7.514 -7.355  0.58
H: -1.673 -7.591 -9.404  0.04
H: -2.486 -8.024 -10.924  0.06
H: -3.733 -9.176 -9.177  0.06
H: -4.746 -7.792 -9.638  0.05

Calculated values
Orbital gap ... 0.1080 hartree
LUMO ... 1.0 eV
HOMO level ... -1.98 eV
Net charge ... -1



Record 2
# C36H65CsI2N4O5Si3

C36H65CsI2N4O5Si3 as an isolated structure in a non-equilibrium geometry (the ωB97M-V functional and the def2-TZVPD basis, the Open Molecules 2025 dataset).

Last column: Löwdin charge in e.
Positions of all 116 atoms, in Å:
Cs: 0.620 -0.458 0.876  0.86
C: 3.697 -3.146 -0.666  -0.15
C: 3.534 -2.890 0.708  -0.24
C: 2.405 -3.582 1.127  -0.21
C: 1.835 -4.290 -0.024  -0.19
C: 2.643 -4.048 -1.099  -0.20
C: 2.539 -4.564 -2.498  -0.05
C: 0.575 -5.087 0.050  -0.03
C: 1.814 -3.602 2.498  -0.04
C: 4.384 -1.980 1.540  -0.06
C: 4.710 -2.558 -1.582  -0.03
H: 3.362 -5.248 -2.730  0.08
H: 2.579 -3.751 -3.228  0.06
H: 1.604 -5.101 -2.656  0.07
H: 0.728 -6.038 0.572  0.08
H: 0.192 -5.309 -0.946  0.07
H: -0.199 -4.543 0.593  0.06
H: 2.005 -4.561 2.995  0.09
H: 0.733 -3.469 2.464  0.05
H: 2.244 -2.815 3.119  0.07
H: 5.158 -2.523 2.092  0.08
H: 3.781 -1.436 2.271  0.05
H: 4.871 -1.227 0.921  0.04
H: 5.100 -3.310 -2.274  0.08
H: 5.542 -2.111 -1.040  0.08
H: 4.256 -1.769 -2.191  0.06
C: -2.656 -1.860 -1.076  -0.17
O: -1.737 -0.974 -1.631  -0.32
Si: -1.279 -1.063 -3.252  0.28
C: -2.940 -1.324 -4.164  -0.17
C: -0.419 -2.748 -3.391  -0.16
C: -0.320 0.366 -3.733  -0.42
Si: 0.916 0.117 -5.038  0.35
C: 2.320 -1.089 -4.607  -0.18
C: 1.813 1.692 -5.601  -0.19
C: 0.186 -0.575 -6.669  -0.20
Si: -1.007 2.020 -3.399  0.37
C: -2.076 2.718 -4.827  -0.19
C: 0.274 3.388 -3.061  -0.19
C: -2.161 2.106 -1.891  -0.19
H: -3.627 -1.803 -1.583  0.07
H: -2.802 -1.597 -0.030  0.06
H: -2.308 -2.898 -1.120  0.08
H: -3.448 -2.248 -3.891  0.01
H: -2.760 -1.343 -5.240  0.02
H: -3.617 -0.496 -3.963  0.02
H: -1.130 -3.555 -3.213  0.02
H: 0.380 -2.834 -2.658  0.02
H: 0.017 -2.905 -4.376  0.01
H: 2.797 -0.778 -3.681  0.00
H: 3.078 -1.113 -5.389  0.02
H: 1.945 -2.104 -4.470  -0.01
H: 2.408 2.107 -4.793  0.02
H: 1.117 2.458 -5.936  0.01
H: 2.484 1.466 -6.429  0.02
H: -0.268 -1.552 -6.516  0.00
H: 0.937 -0.677 -7.452  0.01
H: -0.597 0.091 -7.032  0.01
H: -1.482 2.801 -5.736  0.00
H: -2.496 3.700 -4.609  0.01
H: -2.896 2.033 -5.038  0.01
H: 0.716 3.769 -3.978  0.01
H: 1.089 3.015 -2.438  -0.01
H: -0.192 4.234 -2.552  0.00
H: -3.048 1.492 -2.032  0.02
H: -2.490 3.134 -1.719  0.02
H: -1.671 1.744 -0.991  0.01
I: 3.333 1.198 -0.623  -0.09
I: 5.993 2.962 -0.729  -0.37
N: -0.573 4.555 0.413  -0.07
N: 0.099 3.513 1.148  -0.06
H: -0.984 4.174 -0.442  0.02
H: 0.148 5.209 0.116  0.05
H: 0.626 2.923 0.496  0.01
H: -0.633 2.929 1.549  0.02
C: 3.904 1.852 3.099  -0.04
C: 2.480 1.679 3.546  -0.39
O: 1.853 0.664 3.302  -0.08
C: 1.817 2.787 4.299  -0.15
C: 0.427 2.789 4.384  -0.02
C: -0.225 3.804 5.058  -0.06
C: 0.505 4.819 5.660  -0.09
C: 1.889 4.826 5.575  -0.09
C: 2.544 3.818 4.886  -0.03
H: 4.189 1.017 2.466  0.04
H: 4.564 1.908 3.966  0.09
H: 4.015 2.773 2.528  0.08
H: -0.133 2.014 3.886  0.09
H: -1.305 3.816 5.090  0.10
H: -0.006 5.618 6.180  0.10
H: 2.458 5.626 6.031  0.09
H: 3.621 3.842 4.800  0.11
C: -5.228 0.643 1.500  -0.07
C: -4.833 1.121 2.890  -0.18
C: -3.676 0.308 3.487  -0.31
C: -3.298 0.870 4.869  -0.17
C: -2.167 0.115 5.554  -0.07
C: -4.138 -1.122 3.683  -0.44
O: -5.150 -1.404 4.301  0.07
N: -3.341 -2.085 3.155  0.21
C: -2.130 -1.872 2.458  -0.60
O: -1.499 -2.872 2.142  0.00
N: -1.752 -0.626 2.169  -0.04
C: -2.448 0.444 2.577  -0.49
O: -2.092 1.585 2.286  0.02
H: -6.062 1.229 1.112  0.07
H: -5.538 -0.403 1.514  0.08
H: -4.400 0.746 0.800  0.08
H: -5.683 1.057 3.575  0.12
H: -4.501 2.160 2.842  0.12
H: -4.196 0.854 5.493  0.12
H: -3.012 1.911 4.712  0.11
H: -2.463 -0.905 5.800  0.08
H: -1.883 0.613 6.481  0.07
H: -1.280 0.064 4.923  0.07
H: -3.598 -3.051 3.309  0.16

Calculated values
Orbital gap (spin up / spin down) ... 0.1822 / 0.1851 hartree
LUMO (spin up / spin down) ... 3.2 / 3.2 eV
HOMO level (spin up / spin down) ... -1.80 / -1.80 eV
Net charge ... -2